1.
DFT (ωB97M-V/def2-TZVPD) results for a structure of composition C4H8N2O.

Values from the calculation:
E_LUMO ... 1.1 eV

Geometry as ORCA input:
```
! wB97M-V def2-TZVPD RIJCOSX def2/J DEFGRID3
* xyz 0 1
N 1.02 -1.27 1.27
H 0.81 0.94 -2.22
O 1.33 0.66 -0.17
H -0.46 2.63 -0.87
H -0.57 -1.57 -1.34
C 0.13 -0.81 -1.02
C 0.93 -0.64 0.04
C 0.34 0.66 -1.27
H -1.64 1.49 -1.55
H -1.13 1.32 0.15
N -0.38 -1.11 1.77
H -0.80 -1.97 1.43
C -0.79 1.58 -0.86
H 1.69 -0.77 1.85
H -0.47 -1.15 2.78
*
```

=====

2.
DFT (ωB97M-V/def2-TZVPD) results for a cluster of 2 separate species, C4H8N2O in total.

Values from the calculation:
SMILES ... C=C=N.C=NOC
E_LUMO ... 0.8 eV

Geometry as ORCA input:
```
! wB97M-V def2-TZVPD RIJCOSX def2/J DEFGRID3
* xyz 0 1
H 0.55 2.33 -0.77
H -0.67 2.37 0.80
O -1.66 0.36 0.38
H -1.55 -1.55 -0.15
H 4.00 0.48 0.52
C -0.21 1.86 -0.21
H -2.83 -1.14 0.95
H 0.38 -1.03 0.52
C 2.29 -0.47 0.09
N -0.58 0.71 -0.47
C -2.23 -0.85 0.07
N 3.44 -0.50 0.47
C 1.19 -1.01 -0.26
H 0.71 -0.81 -1.17
H -2.82 -0.73 -0.76
*
```

=====

3.
DFT (ωB97M-V/def2-TZVPD) results for an isolated molecule of C4H8N2O.

Values from the calculation:
E_LUMO ... 0.4 eV

Geometry as ORCA input:
```
! wB97M-V def2-TZVPD RIJCOSX def2/J DEFGRID3
* xyz 0 1
H -1.44 -0.49 -2.43
H 0.15 -1.19 -2.29
C -0.57 -0.57 -1.76
O -0.49 1.52 -0.64
C 1.01 0.14 0.64
H -0.87 -1.05 -0.82
H 1.73 0.73 1.23
N 0.78 -1.21 1.12
H -0.03 -1.22 1.74
H 1.57 -1.53 1.66
H 1.40 0.12 -0.38
N -0.97 1.17 1.64
H -1.78 1.76 1.46
C -0.21 0.89 -1.79
C -0.28 0.94 0.61
*
```

=====

4.
DFT (ωB97M-V/def2-TZVPD) results for an isolated molecule of C4H8N2O.

Values from the calculation:
SMILES ... C[C@@]1(C(N)=O)CN1
E_LUMO ... 0.8 eV

Geometry as ORCA input:
```
! wB97M-V def2-TZVPD RIJCOSX def2/J DEFGRID3
* xyz 0 1
H 2.05 -0.39 0.97
H 0.60 -1.17 1.80
O -2.14 0.62 0.16
H -0.82 -2.13 -0.58
N -1.58 -1.48 -0.53
C 0.13 0.18 0.09
C 0.96 -0.38 1.14
C 0.91 0.86 -1.02
H 1.26 0.14 -1.77
H -2.54 -1.79 -0.49
H 0.31 1.63 -1.51
H 0.32 1.88 1.12
N 0.05 0.90 1.32
H 1.79 1.34 -0.57
C -1.30 -0.22 -0.12
*
```

=====

5.
DFT (ωB97M-V/def2-TZVPD) results for a cluster of 2 separate species, C4H8N2O in total.

Values from the calculation:
E_LUMO (alpha / beta) ... 0.5 / 0.6 eV

Geometry as ORCA input:
```
! wB97M-V def2-TZVPD RIJCOSX def2/J DEFGRID3
* xyz 0 1
C 1.63 0.24 0.70
H 0.20 -0.65 -1.89
H -2.78 -2.19 -0.13
H 1.04 -0.29 1.40
H 1.51 -1.56 -1.22
H 2.56 -0.35 0.61
C -2.48 -1.10 -0.11
C -2.03 0.01 -0.18
N 0.72 -0.92 -1.10
N 1.13 0.33 -0.70
C -1.50 1.27 0.01
H -1.11 1.46 0.95
O 0.38 1.28 -1.01
H 1.83 1.35 0.83
H -1.99 1.95 -0.52
*
```

=====

6.
DFT (ωB97M-V/def2-TZVPD) results for an isolated molecule of C4H8N2O.

Values from the calculation:
SMILES ... NC(=O)CN1CC1
E_LUMO ... 0.9 eV

Geometry as ORCA input:
```
! wB97M-V def2-TZVPD RIJCOSX def2/J DEFGRID3
* xyz 0 1
N -0.60 0.99 0.65
N 1.60 -0.48 -1.16
C -1.72 0.06 0.65
H 1.47 1.15 0.85
C -1.20 0.61 -0.63
H -2.65 0.46 1.04
H -1.51 -0.97 0.92
C 0.70 0.37 0.94
O 0.70 -1.96 0.30
H 0.70 0.02 1.98
H -1.77 1.38 -1.14
C 1.04 -0.82 0.04
H 1.76 -1.23 -1.82
H 2.05 0.40 -1.32
H -0.59 0.02 -1.30
*
```

=====

7.
DFT (ωB97M-V/def2-TZVPD) results for an isolated molecule of C4H8N2O.

Values from the calculation:
E_LUMO ... 0.2 eV

Geometry as ORCA input:
```
! wB97M-V def2-TZVPD RIJCOSX def2/J DEFGRID3
* xyz 0 1
H -2.68 -0.03 0.44
C -0.57 0.30 1.35
H 0.96 -1.14 -2.83
C 0.83 0.05 0.93
H 1.08 -1.02 0.81
N 1.69 1.08 0.66
H -0.59 1.43 1.67
H -0.73 -0.42 2.16
C -1.17 -0.35 -0.99
N 0.14 -0.31 -1.31
O 0.62 -1.49 -2.01
H 1.10 1.80 0.28
H 2.59 1.05 0.26
H -1.69 -0.96 -1.68
C -1.58 0.01 0.25
*
```

=====

8.
DFT (ωB97M-V/def2-TZVPD) results for a cluster of 2 separate species, C4H8N2O in total.

Values from the calculation:
SMILES ... N=C=CCO.C=N
E_LUMO ... 0.7 eV

Geometry as ORCA input:
```
! wB97M-V def2-TZVPD RIJCOSX def2/J DEFGRID3
* xyz 0 1
N -0.44 0.38 1.03
O 2.40 0.55 0.62
H -2.31 -0.49 1.52
H 0.58 1.19 -1.14
H 1.71 -1.38 0.14
N -1.63 -0.92 -1.41
C -1.77 0.28 0.95
C -0.46 -0.57 -1.40
H -2.04 -0.51 -0.37
H -2.33 1.20 0.71
H 1.65 0.92 1.11
H 2.56 -0.47 -1.13
C 0.52 0.15 -0.80
C 1.85 -0.37 -0.30
H -0.08 -0.50 1.42
*
```

=====

9.
DFT (ωB97M-V/def2-TZVPD) results for an isolated molecule of C4H8N2O.

Values from the calculation:
SMILES ... CN[C@H](C#N)CO
E_LUMO ... 0.5 eV

Geometry as ORCA input:
```
! wB97M-V def2-TZVPD RIJCOSX def2/J DEFGRID3
* xyz 0 1
H 2.10 1.13 -0.17
C 1.16 1.67 -0.42
N -0.03 0.97 0.04
H 0.95 -0.92 -0.06
C -0.36 -0.69 -1.67
O -0.89 -0.83 1.99
C -0.03 -0.45 -0.25
H 1.12 1.81 -1.50
H 1.20 2.66 0.04
H -0.16 1.06 1.05
C -1.09 -1.15 0.62
H -1.06 -2.23 0.44
H -0.17 -1.37 2.32
H -2.07 -0.77 0.35
N -0.65 -0.90 -2.77
*
```

=====

10.
DFT (ωB97M-V/def2-TZVPD) results for an isolated molecule of C4H8N2O.

Values from the calculation:
E_LUMO ... 0.8 eV

Geometry as ORCA input:
```
! wB97M-V def2-TZVPD RIJCOSX def2/J DEFGRID3
* xyz 0 1
C -1.35 -0.63 0.15
H 1.65 0.40 1.44
H 0.84 -2.56 0.36
H -2.01 -0.65 1.02
H -0.15 2.11 -1.60
H -1.50 1.07 -2.16
H 1.88 -1.34 -0.12
O -0.04 1.40 0.77
H 0.18 0.16 2.46
H 0.16 0.46 -2.20
C 0.56 0.32 1.44
N 0.92 -1.66 -0.11
N 0.09 -0.72 0.49
C -0.69 0.53 -0.28
C -0.54 1.09 -1.64
*
```

=====

11.
DFT (ωB97M-V/def2-TZVPD) results for an isolated molecule of C4H8N2O.

Values from the calculation:
E_LUMO (alpha / beta) ... 0.6 / 0.6 eV

Geometry as ORCA input:
```
! wB97M-V def2-TZVPD RIJCOSX def2/J DEFGRID3
* xyz 0 1
H 0.66 -0.46 1.67
H 0.86 1.34 -0.71
C -0.96 1.24 0.70
O 2.47 -1.35 -0.32
C -1.72 -0.66 -0.49
N -0.85 -0.05 0.29
N 1.55 0.63 -0.96
H 0.19 -1.85 0.68
H -2.70 -0.21 -0.59
H -1.76 1.80 0.23
H -1.42 -1.50 -1.10
H 2.36 0.88 -1.50
C 1.58 -0.52 -0.26
H -0.65 1.48 1.71
C 0.38 -0.77 0.66
*
```

=====

12.
DFT (ωB97M-V/def2-TZVPD) results for an isolated molecule of C4H8N2O.

Values from the calculation:
SMILES ... O/N=C\[C@H]1CCN1
E_LUMO ... 0.8 eV

Geometry as ORCA input:
```
! wB97M-V def2-TZVPD RIJCOSX def2/J DEFGRID3
* xyz 0 1
H -0.93 -2.20 0.67
N 0.62 -1.58 1.74
H -0.74 2.51 -0.84
H 1.14 -0.60 -0.69
H -1.84 0.14 -0.78
C -0.86 0.21 -1.15
H -0.99 -0.53 -2.12
O 1.79 -0.86 1.78
H 0.80 1.84 -1.37
H 1.48 0.13 1.55
C -0.15 1.56 -0.85
H -0.69 0.62 1.22
C -0.07 -1.61 0.61
N 0.31 0.89 0.52
C 0.13 -0.52 -0.29
*
```

=====

How do the records compare in E? In the order shown, they have -341.8483; -341.7559; -341.8330; -341.9164; -341.6902; -341.9315; -341.7787; -341.8263; -341.9356; -341.7704; -341.8979; -341.7584 hartree.
How do the records compare in relative energy (zero: lowest compared OMol25 entry of this formula, charge and spin)? In the order shown, they have 4.2259; 6.7417; 4.6428; 2.3730; 8.5290; 1.9619; 6.1220; 4.8271; 1.8521; 6.3457; 2.8762; 6.6729 eV.